Entry 1:
DFT (ωB97M-V/def2-TZVPD) results for a 2-piece molecular cluster, CH5NS overall at a distorted geometry.

```
8
Properties=species:S:1:pos:R:3:forces:R:3
S 1.62401 0.68870 -1.63842 0.15 0.22 0.27
N -1.96437 -0.90998 0.44368 -2.42 1.60 0.96
C 2.15084 1.05712 -0.17047 -2.34 -0.92 1.42
H 3.15319 1.26176 0.08082 1.26 0.43 -0.04
H 1.47555 0.98566 0.76742 0.88 0.24 -1.65
H -1.86632 -0.34189 -0.36992 0.62 0.18 -0.68
H -3.00900 -0.94224 0.55898 1.59 -0.51 0.11
H -1.56389 -1.79913 0.32790 0.26 -1.24 -0.38
```
Forces are in eV/Å.

- Kohn-Sham gap: 8.55 eV
- Multiplicity: 1
- SMILES: C=S.N
- Calculated total energy: -13442.154 eV
- Energy above the lowest of the compared OMol25 structures with the same formula, charge and spin: 12.44 kcal per mole
- Net charge: 0
- HOMO energy: -8.9 eV
- F_max: 0.059 hartree/bohr

***

Entry 2:
DFT (ωB97M-V/def2-TZVPD) results for a 3-piece molecular cluster, C28H36BBrF15O3S overall at a distorted geometry.

```
85
Properties=species:S:1:pos:R:3:forces:R:3
Br 4.03149 5.53262 2.39177 -0.50 -0.08 0.02
S -0.13716 -3.87457 0.15787 1.15 -3.92 -1.17
F -1.63894 -1.53280 1.76670 2.68 -0.60 -0.57
F -0.17335 0.02846 1.25139 0.45 -2.77 0.79
F -0.57258 -5.42999 -0.22804 0.45 2.15 0.50
F 1.85026 -2.17513 0.53227 -2.93 0.28 0.75
F 2.59726 -2.35725 3.27985 -1.66 1.79 -0.25
F -5.36644 -0.83081 -2.86350 -0.03 0.12 0.00
F -1.61188 -3.39071 -0.39270 2.07 -0.36 1.24
F 1.97272 -0.82022 4.78883 -0.50 -0.91 -2.16
F -0.32997 -0.28022 3.80386 0.97 -1.92 -1.68
F -0.64594 -4.17364 1.68662 0.19 0.95 -2.03
F 3.76521 -4.74242 -6.86423 0.10 0.04 -0.11
F -0.06071 -2.48470 3.90562 0.42 1.54 -2.19
F 1.36589 -4.47719 0.61078 -2.38 0.57 -0.54
F 0.48814 -3.74404 -1.40167 -1.21 -0.08 2.40
F 0.17542 -1.40997 -0.67504 0.10 -1.55 2.34
O 1.72200 2.14712 0.33742 1.31 -0.01 -1.84
O -1.46821 4.88498 0.89401 -2.01 0.00 -0.70
O 0.17876 3.91359 -1.28647 -1.21 -0.54 -1.06
C -2.27817 4.46585 3.20838 -0.28 0.46 -0.37
C -0.23635 -1.32651 1.66621 -2.02 2.89 0.55
C -5.54493 -4.25340 -4.02729 0.18 0.07 0.27
C -5.15428 -2.15400 -2.94007 0.13 -0.70 -0.03
C 2.34807 -6.46697 -6.11078 0.09 -0.09 -0.17
C 2.57821 4.23179 2.95404 -0.42 -0.26 1.33
C 2.86867 -5.19115 -5.96965 -0.50 -0.23 0.52
C -4.71849 -4.87907 -3.09807 -0.02 -0.04 -0.04
C 1.42473 -6.93295 -5.18133 0.05 0.28 0.11
C 2.56648 0.06846 2.64105 0.49 0.67 -0.01
C 1.55014 -4.83250 -4.00082 0.04 -0.17 -0.19
C -2.45246 5.32440 1.85217 0.72 0.07 1.46
C 1.02465 -6.11528 -4.12920 -0.03 -0.01 0.03
C 3.01734 2.62655 0.83377 1.07 0.13 -0.13
C 2.48180 -4.36940 -4.92347 0.09 0.13 -0.05
C -1.19600 4.31953 -1.48748 0.03 -0.22 1.06
C 0.31030 2.51776 -1.61733 1.09 -0.76 1.31
C -5.76861 -2.88361 -3.94485 -0.11 0.11 -0.12
C 0.46230 -2.13992 0.51236 1.39 2.35 -2.96
C 1.86830 -1.13058 3.39452 1.89 0.99 1.06
C -4.11099 -4.13632 -2.09040 -0.20 0.03 -0.24
C 0.32280 -1.35155 3.13357 -0.35 0.30 3.46
C 2.40541 4.45086 4.52683 -0.91 2.28 -0.45
C 1.29468 5.62545 4.70671 0.16 -1.22 0.07
C -2.05425 4.07235 -0.14348 0.57 0.06 -1.25
C 2.06644 1.52366 3.06169 -0.85 -0.14 1.23
C 1.76972 2.07112 -1.10916 -1.42 0.86 -0.24
C -4.32518 -2.76463 -2.01353 0.07 0.13 0.14
B 3.06052 2.73441 2.49727 -1.11 -0.48 -1.36
H -3.85345 -2.16893 -1.24109 -0.04 0.01 -0.04
H -3.47117 -4.62550 -1.36545 -0.06 0.07 -0.07
H 0.30115 -6.47703 -3.40615 0.07 0.04 -0.05
H -2.20928 6.40099 2.11743 -0.23 -1.18 -0.51
H -3.11909 4.38989 -0.40680 1.16 -0.33 0.56
H 1.08285 5.72993 5.81774 0.13 0.28 -1.30
H 1.23385 -4.19606 -3.18225 0.17 -0.15 -0.34
H 3.87191 1.91974 0.50897 -1.25 0.68 0.05
H -0.42821 1.92988 -0.97474 0.75 0.50 -1.01
H 2.51466 2.81637 -1.55149 -0.83 -0.97 0.68
H -4.54813 -5.94859 -3.16073 -0.01 0.10 0.01
H 1.64107 6.59633 4.22276 -0.49 -1.26 0.72
H 2.66455 -7.08656 -6.94137 0.02 0.05 0.03
H 3.21779 3.61816 0.31514 -0.12 -0.99 0.53
H 2.01415 1.02931 -1.48918 -0.23 0.98 0.48
H -3.52039 5.31256 1.46732 1.29 -0.22 0.24
H 3.67689 0.02374 2.92609 -1.56 -0.20 -0.27
H 0.14620 2.31073 -2.72577 0.18 0.33 1.20
H -6.01446 -4.83295 -4.81418 0.02 0.08 0.06
H 3.35705 4.88741 4.98778 -1.15 -1.19 -0.56
H 1.01760 -7.93338 -5.27769 0.04 0.08 -0.03
H -2.05454 2.97324 0.16770 0.02 1.32 -0.46
H -6.41502 -2.38042 -4.65401 0.05 0.02 0.05
H -1.45621 3.68428 3.07692 -1.21 1.05 0.09
H -1.96332 5.17874 4.03253 -0.43 -1.03 -0.84
H 1.99433 3.56278 5.09353 0.80 0.74 -0.83
H -1.61827 3.69968 -2.34281 0.16 0.94 0.88
H 2.11451 1.58911 4.19471 -0.17 -0.32 -1.15
H 2.90792 -3.37712 -4.83535 -0.01 -0.05 -0.04
H 4.16636 2.49130 2.87001 0.70 0.03 0.30
H -1.20136 5.44045 -1.71930 -0.02 -1.60 0.30
H 0.96784 1.71615 2.78643 1.51 -0.49 0.20
H -3.26602 3.98297 3.48183 1.25 0.39 -0.15
H 2.53382 0.01780 1.51102 -0.22 -0.36 1.28
H 0.34811 5.23606 4.19154 1.21 0.81 0.73
H 1.64348 4.60147 2.42190 1.19 -0.36 0.56
```
Forces are in eV/Å.

- Kohn-Sham gap: 5.97 eV
- Multiplicity: 1
- Calculated total energy: -158073.982 eV
- Net charge: -1
- HOMO energy: -5.5 eV
- F_max: 0.083 hartree/bohr